ORCA calculation (the ωB97M-V functional and the def2-TZVPD basis) on an isolated molecule of C5H10O2.

Bonds (Å) are listed after each position.
Geometry (Å):
1 C -0.22 -1.83 -1.09  C2 1.513, H8 1.092, H9 1.092, H10 1.095
2 C -0.39 -0.73 -0.07  C1 1.513, O3 1.429, C6 1.533, H11 1.101
3 O 0.70 -0.67 0.86  C2 1.429, C4 1.434
4 C 0.54 0.56 1.58  O3 1.434, C5 1.549, H12 1.094, H13 1.098
5 C -0.24 1.52 0.64  C4 1.549, C6 1.529, H14 1.096, H15 1.092
6 C -0.33 0.69 -0.64  C2 1.533, C5 1.529, O7 1.415, H16 1.093
7 O 0.87 0.83 -1.39  C6 1.415, H17 0.972
8 H 0.07 -2.77 -0.63  C1 1.092
9 H 0.53 -1.55 -1.84  C1 1.092
10 H -1.17 -1.98 -1.61  C1 1.095
11 H -1.32 -0.88 0.49  C2 1.101
12 H 1.53 0.92 1.83  C4 1.094
13 H -0.02 0.37 2.51  C4 1.098
14 H -1.24 1.75 1.04  C5 1.096
15 H 0.28 2.46 0.45  C5 1.092
16 H -1.16 0.95 -1.30  C6 1.093
17 H 1.53 0.36 -0.86  O7 0.972

Results
Maximum force, eV/A: 0.3
LUMO, hartree: 0.038
SMILES string: C[C@H]1OCC[C@H]1O
M, g/mol: 102.13
Energy above the lowest of the compared OMol25 structures with the same formula, charge and spin, kcal/mol: 29.84
Orbital gap, eV: 10.9
Net charge: 0

Calculated atomic charges, method natural (NBO), unit e: number 1, C, carries -0.6301; number 2, C, carries 0.0681; number 3, O, carries -0.5410; number 4, C, carries -0.0836; number 5, C, carries -0.4654; number 6, C, carries 0.0735; number 7, O, carries -0.7149; number 8, H, carries 0.2230; number 9, H, carries 0.2245; number 10, H, carries 0.2151; number 11, H, carries 0.1653; number 12, H, carries 0.1908; number 13, H, carries 0.1750; number 14, H, carries 0.2116; number 15, H, carries 0.2278; number 16, H, carries 0.1913; number 17, H, carries 0.4692